Entry 1:
The following is a quantum chemistry calculation of a cluster of 2 separate species, C14H31BN2O6 in total at a distorted geometry, from OMol25.

Multiplicity: 1
HOMO energy in eV: -9.01
SMILES string: CCC(=O)O[C@@H](CCC(N)=O)B(C)O.COCCNCCOC
Electronic energy in hartree: -1137.84173

Last column: Löwdin charge in e.
Atoms and positions in Å:
C 1.217 1.597 -2.387  -0.071
C -0.111 2.253 -2.011  -0.134
C -1.176 2.012 -3.048  -0.538
O -0.970 2.141 -4.189  0.170
O -2.352 1.618 -2.525  0.015
C -3.135 0.758 -3.371  -0.200
C -2.604 -0.692 -3.463  -0.111
C -1.604 -1.059 -2.381  -0.105
C -1.368 -2.550 -2.293  -0.533
N -0.424 -2.971 -1.306  0.111
O -1.898 -3.307 -2.991  0.155
B -4.594 0.709 -2.703  -0.429
C -4.714 0.162 -1.210  0.015
O -5.690 1.140 -3.386  0.164
H 1.149 0.531 -2.552  0.061
H 1.886 1.749 -1.551  0.062
H 1.653 2.073 -3.256  0.078
H -0.459 1.836 -1.073  0.098
H 0.009 3.318 -1.856  0.123
H -3.269 1.142 -4.377  0.139
H -3.452 -1.362 -3.357  0.114
H -2.183 -0.893 -4.440  0.129
H -1.830 -0.620 -1.419  0.114
H -0.645 -0.628 -2.667  0.110
H -0.908 -3.104 -0.422  0.090
H 0.239 -2.218 -1.150  0.065
H -5.459 0.751 -0.679  0.063
H -3.765 0.294 -0.709  0.050
H -4.972 -0.892 -1.212  0.074
H -6.286 1.590 -2.776  0.108
C 3.225 -2.915 3.010  -0.112
O 2.517 -2.168 3.982  -0.193
C 3.305 -1.216 4.689  -0.213
C 2.989 0.205 4.262  -0.215
N 3.459 0.482 2.911  -0.050
C 2.933 1.709 2.312  -0.195
C 1.421 1.880 2.170  -0.218
O 0.810 1.035 1.208  -0.194
C 0.568 -0.288 1.650  -0.091
H 2.601 -3.762 2.727  0.089
H 3.425 -2.328 2.107  0.073
H 4.168 -3.296 3.408  0.088
H 4.373 -1.434 4.594  0.122
H 3.039 -1.320 5.745  0.122
H 3.469 0.899 4.960  0.124
H 1.903 0.332 4.357  0.102
H 3.211 -0.295 2.313  0.064
H 3.365 1.776 1.310  0.118
H 3.324 2.560 2.880  0.118
H 1.252 2.897 1.806  0.122
H 0.894 1.812 3.129  0.113
H 0.299 -0.329 2.707  0.091
H 1.429 -0.932 1.455  0.072
H -0.267 -0.683 1.067  0.076

Force components x, y, z for each atom (eV/Å):
0.0 0.7 0.3
-0.3 -0.6 0.4
0.4 0.2 2.6
0.3 0.1 -3.4
-0.1 -0.5 0.1
-1.6 -0.6 -0.3
-0.1 0.3 0.4
0.4 0.2 -0.8
1.5 2.6 2.2
0.3 0.3 0.3
-2.0 -2.9 -2.3
0.7 -0.3 0.9
0.1 0.9 -0.7
0.3 0.8 -0.1
-0.2 -0.2 -0.1
0.3 0.0 0.2
0.0 0.0 -0.3
0.0 0.0 0.3
0.1 0.3 -0.1
0.5 0.4 -0.1
-0.2 -0.2 -0.1
0.2 0.0 -0.2
-0.2 -0.1 0.4
0.3 0.1 0.1
0.1 -0.3 -0.1
0.0 0.0 0.2
-0.2 -0.2 0.3
0.2 -0.1 0.3
-0.2 -0.2 0.1
-0.5 -0.5 -0.2
-0.2 0.0 0.0
0.2 0.0 -0.1
-0.2 0.1 0.2
0.0 -0.1 -0.2
-0.2 0.0 0.0
0.2 -0.2 -0.1
0.0 0.3 -0.1
0.0 -0.1 0.2
-0.1 0.0 -0.4
0.0 0.0 0.0
0.1 0.0 0.0
0.0 0.0 0.0
0.0 0.0 -0.1
0.0 0.0 0.0
0.0 0.0 0.0
0.0 0.0 0.1
0.0 0.0 0.0
0.0 0.1 0.0
-0.1 0.0 0.0
0.0 0.0 0.0
0.0 -0.2 0.0
0.1 0.0 0.0
0.0 -0.1 0.2
0.0 0.1 0.0

Entry 2:
The following is a quantum chemistry calculation of the molecule C17H19N3O2S, from OMol25.

Multiplicity: 1
HOMO energy in eV: -7.93
SMILES string: C/C(=N\NC(=S)NCCc1ccccc1)c1ccc(O)cc1O
Electronic energy in hartree: -1372.15376

Last column: Löwdin charge in e.
Atoms and positions in Å:
C 1.329 3.119 -1.209  -0.014
C 1.184 1.858 -0.401  -0.242
N 0.053 1.437 0.051  0.059
N -1.100 2.106 -0.140  -0.022
C -2.285 1.655 0.362  -0.876
S -3.661 2.479 -0.033  0.629
N -2.237 0.588 1.175  0.009
C -3.406 -0.183 1.517  -0.203
C -3.862 -1.076 0.347  -0.139
C -2.704 -1.867 -0.191  -0.247
C -1.993 -1.408 -1.293  -0.052
C -0.889 -2.100 -1.760  -0.092
C -0.481 -3.261 -1.127  -0.099
C -1.182 -3.726 -0.028  -0.082
C -2.285 -3.033 0.438  -0.044
C 2.365 1.053 -0.106  -0.114
C 3.647 1.612 -0.174  -0.031
C 4.781 0.878 0.080  -0.019
C 4.672 -0.474 0.404  -0.317
O 5.806 -1.177 0.634  0.068
C 3.417 -1.051 0.493  0.051
C 2.266 -0.306 0.263  -0.249
O 1.090 -0.943 0.394  0.056
H 0.481 3.236 -1.885  0.080
H 2.230 3.089 -1.812  0.078
H 1.368 3.991 -0.556  0.100
H -1.145 2.973 -0.669  0.109
H -1.340 0.129 1.260  0.122
H -3.156 -0.792 2.388  0.123
H -4.208 0.512 1.778  0.092
H -4.653 -1.736 0.703  0.118
H -4.270 -0.435 -0.436  0.094
H -2.314 -0.504 -1.792  0.114
H -0.347 -1.732 -2.618  0.106
H 0.380 -3.801 -1.490  0.103
H -0.869 -4.633 0.468  0.102
H -2.831 -3.401 1.295  0.113
H 3.759 2.660 -0.402  0.109
H 5.760 1.326 0.033  0.115
H 5.588 -2.092 0.852  0.111
H 3.298 -2.093 0.755  0.127
H 0.383 -0.296 0.189  0.053

Force components x, y, z for each atom (eV/Å):
-0.2 -0.1 0.1
-0.5 0.2 0.0
0.4 -0.4 0.2
0.3 0.5 -0.4
0.0 -0.1 0.3
-0.5 0.3 -0.2
0.6 0.2 -0.2
-0.5 -0.1 -0.1
0.2 0.1 0.2
-0.2 0.0 0.0
0.0 0.0 0.0
0.0 0.0 -0.1
0.0 -0.1 -0.1
0.1 -0.1 0.0
0.0 0.0 0.0
0.2 -0.3 0.0
-0.1 -0.2 0.1
0.3 -0.1 0.0
-0.5 0.2 0.0
0.2 -0.1 0.0
0.1 -0.1 0.0
0.0 0.2 0.0
0.2 -0.1 0.0
0.0 0.0 0.0
0.0 0.0 0.0
0.0 0.1 0.0
-0.1 -0.2 0.1
-0.1 0.1 0.1
0.0 0.0 0.0
0.1 -0.1 0.1
-0.1 0.0 0.0
0.0 0.0 0.0
-0.1 0.1 0.0
0.1 0.0 -0.1
0.1 0.0 0.0
0.0 -0.1 0.0
-0.1 0.0 0.1
0.0 0.1 -0.1
0.1 0.1 0.0
0.0 0.1 0.0
0.0 -0.1 0.0
0.1 0.0 0.1

Entry 3:
The following is a quantum chemistry calculation of a structure of composition C32H53B2F4N8O4PRuSe at a distorted geometry, from OMol25.

Charge: +1
Multiplicity: 6
HOMO energy (spin up / spin down) in eV: -9.43 / -10.58
Electronic energy in hartree: -5276.98316

Last column: Löwdin spin population.
Atoms and positions in Å:
Ru -0.979 0.733 -0.472  1.480
C -0.879 -3.369 -1.462  0.011
C -0.835 -2.025 -0.822  0.075
N -1.256 -0.938 -1.421  0.053
O -1.892 -0.967 -2.609  0.007
B -3.037 0.023 -2.575  0.004
F -3.529 -0.057 -1.227  0.045
F -3.946 -0.308 -3.501  0.000
O -2.586 1.436 -2.763  0.007
N -2.042 1.901 -1.612  0.052
C -2.329 3.101 -1.155  0.092
C -3.138 4.087 -1.929  0.013
C -1.834 3.325 0.176  0.110
N -1.215 2.275 0.674  0.034
O -0.758 2.282 1.958  0.001
B -1.036 0.995 2.638  0.008
F -0.881 1.128 3.964  0.000
F -2.376 0.645 2.290  0.076
O -0.193 -0.174 2.179  0.005
N -0.483 -0.546 0.908  0.063
C -0.368 -1.798 0.517  0.106
C 0.128 -2.899 1.397  0.015
C -2.043 4.572 0.963  0.016
H -1.522 -3.317 -2.337  0.000
H -1.261 -4.114 -0.771  0.002
H 0.117 -3.670 -1.782  0.004
H -3.527 3.601 -2.820  0.000
H -2.519 4.936 -2.223  0.005
H -3.975 4.458 -1.341  0.003
H 0.498 -2.474 2.328  0.000
H 0.926 -3.454 0.902  0.003
H -0.681 -3.596 1.619  0.006
H -2.543 5.335 0.376  0.000
H -1.087 4.951 1.326  0.005
H -2.636 4.336 1.848  0.005
C -5.161 -5.752 5.944  0.022
C -4.804 -4.711 4.942  0.113
C -3.600 -4.019 5.014  -0.002
C -3.253 -3.051 4.086  0.092
C -1.953 -2.334 4.261  0.029
C -4.136 -2.783 3.014  0.187
Se -3.655 -1.659 1.589  1.271
C -5.398 -3.430 2.970  0.078
C -6.396 -3.085 1.917  0.035
C -5.696 -4.381 3.919  0.008
H -4.291 -6.081 6.505  0.000
H -5.623 -6.610 5.460  0.004
H -5.888 -5.345 6.647  0.009
H -2.908 -4.241 5.816  -0.001
H -1.890 -1.912 5.264  0.004
H -1.832 -1.517 3.555  0.016
H -1.121 -3.029 4.156  0.004
H -5.983 -3.235 0.918  0.016
H -6.683 -2.035 1.999  0.006
H -7.288 -3.696 2.015  0.002
H -6.651 -4.888 3.874  0.000
N 0.790 0.992 -1.168  0.562
P 2.285 1.368 -1.467  0.121
N 2.580 2.479 -2.691  0.031
C 2.068 2.157 -4.013  0.002
C 0.580 2.476 -4.159  0.002
C 0.307 3.932 -3.796  0.000
C 0.869 4.229 -2.411  0.004
C 2.356 3.879 -2.371  0.002
N 3.056 2.075 -0.155  0.022
C 4.479 2.356 -0.182  0.004
C 5.275 1.305 0.594  0.001
C 4.732 1.181 2.015  0.000
C 3.239 0.870 1.976  0.000
C 2.507 1.947 1.177  0.001
N 3.114 -0.003 -1.964  0.019
C 4.190 -0.065 -2.936  0.002
C 5.144 -1.204 -2.591  0.002
C 4.419 -2.551 -2.711  0.001
C 2.928 -2.400 -2.381  0.001
C 2.718 -1.273 -1.378  0.012
H 2.231 1.098 -4.214  0.000
H 2.646 2.749 -4.734  0.001
H 0.013 1.812 -3.496  0.001
H 0.269 2.277 -5.186  0.000
H -0.766 4.118 -3.824  0.000
H 0.775 4.594 -4.531  0.000
H 0.359 3.615 -1.658  0.003
H 0.737 5.281 -2.157  0.000
H 2.764 4.087 -1.381  0.000
H 2.902 4.474 -3.111  0.002
H 4.647 3.335 0.283  0.001
H 4.811 2.407 -1.221  0.000
H 6.329 1.587 0.606  0.000
H 5.188 0.340 0.090  0.000
H 4.897 2.117 2.552  0.000
H 5.262 0.389 2.547  0.000
H 2.817 0.826 2.979  0.000
H 3.072 -0.097 1.493  0.000
H 2.600 2.910 1.692  0.000
H 1.446 1.704 1.088  0.000
H 4.705 0.897 -2.960  0.000
H 3.792 -0.257 -3.942  0.000
H 5.520 -1.065 -1.576  0.000
H 5.999 -1.176 -3.266  0.000
H 4.885 -3.264 -2.030  0.000
H 4.522 -2.945 -3.722  0.000
H 2.544 -3.334 -1.967  0.000
H 2.357 -2.176 -3.284  0.000
H 3.305 -1.486 -0.474  0.000
H 1.663 -1.192 -1.090  0.007

Force components x, y, z for each atom (eV/Å):
2.6 0.7 -0.9
-0.1 0.2 0.0
-0.4 0.2 -1.4
-0.3 -1.4 -0.1
0.3 -0.5 0.0
0.2 0.0 1.0
-0.7 -0.2 -0.2
-0.1 0.0 -0.4
0.0 0.6 -0.1
-0.9 0.9 -0.2
-0.2 -0.7 -1.3
0.0 -0.2 0.0
0.9 -0.3 1.2
-0.5 1.2 0.5
-0.1 0.7 -0.2
-0.5 -0.2 -0.7
0.4 0.1 0.5
-0.3 -0.1 0.2
0.4 -0.4 -0.1
0.0 -1.1 0.7
0.3 0.6 1.2
0.0 0.3 0.0
0.1 -0.2 0.1
0.0 -0.1 0.0
0.0 -0.1 0.1
0.1 -0.1 0.0
0.0 0.1 0.0
0.0 0.1 0.0
0.0 0.1 0.1
0.0 -0.1 0.0
0.0 0.0 0.0
0.0 -0.1 0.0
0.0 0.1 0.0
0.0 0.0 0.0
0.0 0.1 0.0
0.0 0.0 0.0
0.2 0.1 0.0
0.0 0.1 -0.2
0.3 -0.1 0.4
0.0 0.1 -0.1
0.2 0.3 -0.4
-0.3 -0.4 0.7
-0.4 -0.3 -0.1
0.0 0.1 -0.1
0.0 0.2 -0.3
0.0 0.0 0.0
0.0 -0.1 0.0
-0.1 0.0 0.1
0.0 0.0 0.0
0.0 0.1 0.0
0.1 0.1 0.0
0.1 0.0 -0.1
0.0 0.0 -0.1
-0.1 0.0 0.0
0.0 0.0 -0.1
-0.1 0.0 0.0
-1.2 0.0 0.6
1.9 0.2 -0.2
-0.1 -0.8 0.8
-0.3 -0.3 -0.5
0.1 0.0 -0.1
-0.1 -0.2 0.2
0.2 0.1 -0.1
-0.1 0.5 0.3
-1.0 -0.4 -0.8
0.4 -0.2 -0.2
-0.1 0.2 0.1
-0.1 -0.3 -0.1
0.0 0.4 0.0
-0.4 -0.3 0.3
-0.8 0.7 0.2
0.4 0.2 -0.3
-0.1 0.1 -0.1
0.0 0.0 0.0
0.0 0.0 0.1
-0.2 -0.3 0.1
0.1 0.1 -0.1
0.0 -0.1 0.0
0.0 0.1 -0.2
0.0 -0.1 0.0
-0.1 0.1 -0.1
0.0 0.0 0.0
0.0 0.1 0.0
0.0 0.1 0.1
0.1 0.1 -0.2
0.0 0.0 0.1
0.0 0.1 -0.1
0.0 0.1 0.1
0.0 0.0 0.0
0.0 -0.1 -0.1
0.0 0.1 0.1
0.1 0.1 0.1
0.0 -0.1 0.1
0.0 -0.1 0.0
0.0 0.0 0.0
0.2 0.2 0.2
0.0 -0.1 -0.1
0.1 0.1 0.0
0.0 0.0 0.0
0.0 0.0 0.0
0.0 -0.1 0.0
0.1 0.0 0.0
-0.1 0.0 0.0
-0.1 0.0 0.0
0.0 0.0 0.1
0.2 -0.1 0.0

Entry 4:
The following is a quantum chemistry calculation of the molecule C5H11N, from OMol25.

Multiplicity: 1
HOMO energy in eV: -7.57
SMILES string: C/C=C/NCC
Electronic energy in hartree: -251.83027

Last column: Löwdin charge in e.
Atoms and positions in Å:
C 1.124 0.681 2.741  -0.127
C 0.435 0.966 1.422  -0.176
C -0.258 0.079 0.709  -0.201
N -0.983 0.345 -0.436  -0.062
C -1.153 -0.708 -1.426  -0.263
C -0.015 -0.806 -2.467  -0.087
H 1.844 1.466 2.958  0.061
H 0.388 0.585 3.535  0.062
H 1.659 -0.272 2.747  0.066
H 0.647 1.943 1.003  0.087
H -0.313 -0.952 1.046  0.121
H -0.846 1.271 -0.817  0.125
H -2.088 -0.515 -1.944  0.100
H -1.256 -1.655 -0.905  0.102
H 0.197 -1.840 -2.724  0.063
H 0.896 -0.350 -2.083  0.067
H -0.279 -0.238 -3.360  0.063

Force components x, y, z for each atom (eV/Å):
-0.3 -0.4 -0.4
0.8 -0.1 0.0
0.3 0.2 0.2
-0.2 -0.3 -0.1
0.4 0.4 -0.3
-0.2 0.3 0.2
-0.1 0.0 0.2
0.0 0.3 0.3
0.1 0.0 -0.2
-0.4 0.2 0.0
-0.2 0.0 0.0
0.0 -0.1 0.0
-0.2 -0.1 -0.1
-0.1 0.0 0.2
0.0 0.0 -0.2
0.1 -0.1 0.2
0.0 -0.2 -0.1